Density functional theory data (the ωB97M-V functional and the def2-TZVPD basis) for a structure of composition C8H18HoI2NO2P2.

Output
Multiplicity: 5
E_LUMO (alpha / beta), eV: -9.88 / -9.88
Kohn-Sham gap (alpha / beta), eV: 5.52 / 5.55
Total charge: +2
E_tot, a.u.: -2746.420412
Expectation value of S²: 6.007

The geometry in XYZ format:
```
34
Properties=species:S:1:pos:R:3:lowdin_spin:R:1
I 3.07 3.62 -0.57 0.00
I 3.45 0.98 -1.81 -0.01
Ho 1.02 -0.86 -0.98 4.04
P 1.14 -0.90 1.69 -0.01
C 2.65 -0.05 2.14 0.00
C 0.07 -0.30 3.00 0.00
H 0.34 -0.69 3.98 0.00
H 1.86 -2.92 2.78 0.00
H -0.98 -0.57 2.81 0.00
H 0.54 -3.21 1.58 0.00
H 2.42 1.02 2.26 0.00
H 0.17 0.80 3.06 0.00
C 1.50 -2.68 1.78 0.00
H 3.04 -0.49 3.06 0.00
H 2.30 -2.89 1.04 0.00
H 3.40 -0.12 1.34 0.00
P -1.13 0.47 -1.86 -0.01
C -0.51 1.85 -2.82 0.00
C -1.59 -0.81 -3.06 0.00
H -2.95 0.63 -0.28 0.00
H -3.32 1.52 -1.76 0.00
H -2.18 2.21 -0.63 0.00
C -2.52 1.27 -1.07 0.00
H -2.05 -1.65 -2.48 0.00
H -2.32 -0.41 -3.77 0.00
H -1.22 2.07 -3.62 0.00
H 0.48 1.63 -3.24 0.00
H -0.67 -1.11 -3.61 0.00
H -0.37 2.71 -2.14 0.00
C 0.20 1.13 0.31 -0.01
O 0.16 2.20 0.74 0.00
O -2.99 -1.41 1.36 0.00
C -2.00 -1.48 0.70 0.00
N -1.00 -1.57 0.03 -0.01
```